A 2-piece molecular cluster, C3H10N2 overall at a distorted geometry, computed with ωB97M-V with the def2-TZVPD basis set.

Each line ends with the Mulliken charge.
CARTESIAN COORDINATES (ANGSTROEM)
C -2.783 3.983 -2.448  -0.24
N -1.637 3.523 -2.675  -0.38
C -1.214 3.459 -4.075  -0.73
H -3.276 3.829 -1.494  0.26
H -3.387 4.385 -3.276  0.23
H -2.070 3.233 -4.725  0.31
H -0.800 4.414 -4.364  0.29
H -0.553 2.604 -4.187  0.27
C 2.450 -3.716 4.114  -0.65
N 1.633 -4.716 3.382  -0.59
H 2.868 -3.984 5.079  0.25
H 3.279 -3.487 3.445  0.29
H 1.900 -2.776 4.173  0.24
H 2.320 -5.373 2.996  0.24
H 1.270 -5.377 4.055  0.23

Frontier orbital gap = 10.86 eV
Charge = 0
Structure (SMILES) = C=NC.CN
HOMO = -9.601 eV
2S+1 = 1

---

One molecule with the formula C3H10N2 at a distorted geometry, computed with ωB97M-V with the def2-TZVPD basis set.

Each line ends with the Mulliken charge.
CARTESIAN COORDINATES (ANGSTROEM)
C -0.037 -1.124 1.539  -1.34
C -0.153 -0.509 0.147  0.58
N 0.884 -0.978 -0.730  -0.74
C -0.140 1.024 0.213  -0.82
N -0.421 1.501 -1.144  -0.56
H -0.150 -2.194 1.342  0.31
H 0.930 -0.990 1.996  0.34
H -0.794 -0.737 2.235  0.35
H -1.184 -0.703 -0.189  0.15
H 0.518 -1.888 -1.122  0.27
H 0.992 -0.224 -1.492  0.33
H 0.879 1.375 0.415  0.39
H -0.779 1.433 1.065  0.31
H -0.279 2.520 -1.168  0.23
H -1.399 1.405 -1.355  0.20

Frontier orbital gap = 10.20 eV
Charge = 0
Structure (SMILES) = C[C@H](N)CN
HOMO = -9.064 eV
2S+1 = 1

---

A 2-piece molecular cluster, C3H10N2 overall at a distorted geometry, computed with ωB97M-V with the def2-TZVPD basis set.

Each line ends with the Mulliken charge.
CARTESIAN COORDINATES (ANGSTROEM)
C -3.490 -1.474 1.597  -0.25
N -3.104 -2.446 2.323  -0.46
H -2.888 -0.583 1.437  0.22
H -4.336 -1.564 0.906  0.21
H -3.836 -3.150 2.228  0.27
C 1.525 1.097 -2.053  -0.77
N 1.224 0.573 -0.676  -0.01
C 2.187 0.982 0.346  -0.57
H 2.532 0.848 -2.351  0.33
H 0.773 0.659 -2.700  0.36
H 1.274 2.155 -1.967  0.36
H 0.876 -0.379 -0.759  0.35
H 3.200 0.620 0.138  0.33
H 1.867 0.598 1.306  0.33
H 2.196 2.062 0.226  0.29

Frontier orbital gap (alpha / beta) = 9.16 / 4.26 eV
Charge = +1
HOMO (alpha / beta) = -12.712 / -12.712 eV
2S+1 = 2

---

A 2-piece molecular cluster, C3H10N2O overall at a distorted geometry, computed with ωB97M-V with the def2-TZVPD basis set.

Each line ends with the Mulliken charge.
CARTESIAN COORDINATES (ANGSTROEM)
H -2.755 0.760 -2.277  0.25
N -2.533 -0.146 -1.853  -0.71
C -1.397 -0.051 -1.270  0.15
N -0.829 -1.059 -0.547  -0.27
C 0.215 -1.362 0.408  -0.16
C 1.476 -0.503 0.303  -0.94
H -0.656 0.709 -1.704  0.23
H -1.408 -1.876 -0.653  0.18
H 0.503 -2.382 0.170  0.25
H -0.188 -1.293 1.441  0.21
H 1.105 0.493 0.158  0.19
H 2.142 -0.780 -0.512  0.31
H 2.091 -0.531 1.190  0.33
O 0.632 2.413 1.995  -0.65
H 1.450 2.919 1.944  0.32
H 0.153 2.688 1.206  0.31

Frontier orbital gap = 9.34 eV
Charge = 0
Structure (SMILES) = [H]/N=C/NCC.O
HOMO = -8.689 eV
2S+1 = 1

---

C3H10N2O as an isolated structure at a distorted geometry, computed with ωB97M-V with the def2-TZVPD basis set.

Each line ends with the Mulliken charge.
CARTESIAN COORDINATES (ANGSTROEM)
C -1.517 0.633 -0.442  -0.32
C 1.381 0.083 -0.956  -0.91
C 1.694 -0.130 0.388  -0.69
O -1.013 1.521 0.488  -0.49
H -0.136 1.814 0.208  0.31
H -2.589 0.586 -0.270  0.29
H -1.313 0.876 -1.482  0.34
H 1.337 1.082 -1.369  0.37
H 1.323 -0.735 -1.661  0.37
H 2.154 -1.089 0.627  0.38
H 0.450 -0.576 1.196  0.35
H 2.196 0.677 0.914  0.30
N -1.217 -1.043 -0.021  -0.33
N -0.731 -1.247 1.205  -0.52
H -1.489 -1.053 1.864  0.24
H -0.528 -1.397 -0.690  0.31

Frontier orbital gap (alpha / beta) = 8.04 / 8.04 eV
Charge = 0
HOMO (alpha / beta) = -7.761 / -7.762 eV
2S+1 = 1

---

A 3-piece molecular cluster, C3H10N2O overall at a distorted geometry, computed with ωB97M-V with the def2-TZVPD basis set.

Each line ends with the Mulliken charge.
CARTESIAN COORDINATES (ANGSTROEM)
C 0.187 -0.137 2.246  -0.14
N 0.649 0.731 1.473  -0.61
H 0.000 -1.184 1.988  0.22
H -0.128 0.190 3.234  0.27
H 1.099 0.349 0.554  0.26
C 1.969 -0.557 -1.036  -0.46
N 0.969 -0.303 -1.794  -0.39
H 1.862 -1.383 -0.342  0.31
H 3.008 -0.354 -1.316  0.34
H 1.145 0.344 -2.554  0.19
C -2.083 0.593 -0.294  -0.59
O -1.284 -0.551 -0.353  -0.53
H -2.214 1.063 -1.278  0.26
H -1.681 1.334 0.410  0.28
H -3.069 0.291 0.070  0.20
H -0.429 -0.426 -1.009  0.40

Frontier orbital gap = 9.16 eV
Charge = 0
Structure (SMILES) = C=N.C=N.CO
HOMO = -9.101 eV
2S+1 = 1

---

C3H10N2O as an isolated structure at a distorted geometry, computed with ωB97M-V with the def2-TZVPD basis set.

Each line ends with the Mulliken charge.
CARTESIAN COORDINATES (ANGSTROEM)
C -1.377 -0.629 -1.412  -0.49
N 0.021 -0.365 -1.869  -0.39
C 0.505 0.855 -1.175  -0.04
O 0.203 1.562 -0.170  -0.51
C -1.515 -0.830 0.097  -0.38
N -0.722 -2.074 0.389  -0.64
H -1.958 0.236 -1.783  0.33
H -1.783 -1.542 -1.890  0.34
H 3.969 3.503 3.889  -0.04
H 1.287 1.327 -1.779  0.43
H 0.705 -0.260 -0.815  0.21
H 4.620 3.577 4.247  0.04
H -2.583 -0.970 0.365  0.31
H -1.078 -0.038 0.692  0.34
H -0.437 -2.274 1.347  0.22
H 0.144 -2.078 -0.132  0.26

Frontier orbital gap = 9.52 eV
Charge = 0
HOMO = -9.370 eV
2S+1 = 1

---

A 2-piece molecular cluster, C3H10N2O overall at a distorted geometry, computed with ωB97M-V with the def2-TZVPD basis set.

Each line ends with the Mulliken charge.
CARTESIAN COORDINATES (ANGSTROEM)
C 2.073 2.164 1.282  -0.77
C 2.998 1.296 0.444  0.11
O 2.646 0.417 -0.292  -0.46
H 1.149 2.345 0.747  0.25
H 2.604 3.107 1.404  0.30
H 1.882 1.580 2.172  0.25
H 4.079 1.447 0.623  0.31
N -2.626 -2.448 -0.772  -0.53
C -1.986 -1.323 -0.097  -0.22
N -2.491 -0.015 -0.420  -0.58
H -3.241 -2.249 -1.539  0.19
H -1.972 -3.191 -0.946  0.19
H -2.069 -1.445 0.989  0.23
H -0.916 -1.291 -0.341  0.24
H -2.197 0.304 -1.341  0.24
H -3.506 0.038 -0.447  0.22

Frontier orbital gap = 9.91 eV
Charge = 0
Structure (SMILES) = CC=O.NCN
HOMO = -8.870 eV
2S+1 = 1

---

Listing DFT total energy for the structures above in their given order: -229.74598, -229.79547, -229.43085, -305.01096, -304.86432, -304.94474, -304.87609, -305.01687 Eh.
Listing energy above the lowest of the compared OMol25 structures with the same formula, charge and spin for the structures above in their given order: 39.7, 8.6, 39.2, 40.0, 132.0, 81.5, 124.6, 36.3 kcal/mol.